{"formula": "C5H9N2", "method": "ωB97M-V/def2-TZVPD", "elements": ["C", "C", "C", "C", "N", "N", "C", "H", "H", "H", "H", "H", "H", "H", "H", "H"], "positions_angstrom": [[-3.4695, -0.3036, 0.1512], [-2.0856, 0.0216, 0.0070], [-0.9247, 0.3673, 0.0020], [0.5978, 0.4444, -0.2694], [1.0509, 1.4528, -1.0170], [1.3294, -0.4266, 0.4841], [2.7463, -0.7327, 0.4150], [-3.9159, -0.7065, -0.7770], [-4.0923, 0.5412, 0.3589], [-3.5801, -0.9755, 0.9643], [0.3700, 2.2067, -1.3135], [1.9870, 1.5949, -1.3021], [0.5731, -0.9888, 0.8812], [3.2970, -0.7923, 1.4373], [3.2873, 0.0102, -0.1681], [2.8293, -1.7129, 0.1461]], "atomic_forces_ev_per_a": [[-0.772, -0.202, -1.182], [1.293, 0.828, 0.083], [2.765, -0.329, -1.214], [-1.429, 0.430, 1.989], [-2.464, 0.475, 0.006], [-2.801, 1.794, -1.709], [0.839, 1.700, 2.939], [0.493, -0.182, 0.409], [-0.060, 0.877, 0.289], [-0.249, -0.881, 0.627], [1.105, -1.588, 0.437], [0.994, -0.129, -0.007], [1.377, -0.734, 0.569], [-1.443, 0.772, -1.256], [-0.145, -0.378, -0.255], [0.495, -2.454, -1.726]], "lumo_ha": -0.146, "relative_energy_ev": 3.184, "total_charge": 1}

***

{"formula": "C33H36BNO4", "method": "ωB97M-V/def2-TZVPD", "elements": ["C", "C", "C", "C", "C", "B", "O", "C", "C", "C", "C", "O", "C", "O", "O", "H", "H", "H", "H", "H", "H", "H", "H", "H", "H", "H", "H", "H", "H", "C", "C", "C", "C", "C", "N", "C", "C", "C", "C", "C", "C", "C", "C", "C", "C", "C", "C", "C", "C", "C", "C", "C", "C", "H", "H", "H", "H", "H", "H", "H", "H", "H", "H", "H", "H", "H", "H", "H", "H", "H", "H", "H", "H", "H", "H"], "positions_angstrom": [[-7.9883, -2.4524, -0.7932], [-6.7052, -2.9419, -0.3310], [-6.1811, -4.1227, 0.1533], [-4.8085, -3.8541, 0.4376], [-4.5453, -2.5346, 0.1189], [-3.5139, -1.2716, 0.0186], [-4.2242, -0.3804, 0.9338], [-3.5077, 0.8241, 0.9190], [-2.3457, 0.6969, -0.1406], [-1.6545, 2.0096, -0.2905], [-2.8680, 0.2660, -1.5376], [-3.5889, -0.9325, -1.4008], [-1.4935, -0.4978, 0.4455], [-2.1966, -1.7106, 0.4817], [-5.7237, -2.0235, -0.3436], [-8.7388, -3.2438, -0.8059], [-8.3447, -1.6421, -0.1501], [-7.9000, -2.0344, -1.7997], [-6.7157, -5.0494, 0.2901], [-4.0639, -4.5173, 0.8308], [-4.1848, 1.6564, 0.6415], [-3.0946, 1.0066, 1.9411], [-0.6958, 1.9629, -0.8368], [-2.3297, 2.7483, -0.7583], [-1.4470, 2.2669, 0.7417], [-3.5185, 1.0825, -1.9163], [-1.9859, 0.1319, -2.2068], [-0.6237, -0.6774, -0.2096], [-1.1788, -0.2690, 1.4883], [0.8739, -3.2614, -4.3267], [1.6457, -2.3571, -5.0741], [2.6031, -1.5542, -4.4414], [2.8096, -1.6735, -3.0608], [3.7394, -0.7012, -2.3519], [3.3006, -0.4302, -0.9565], [4.3233, -0.3180, 0.1085], [4.5795, 1.0579, 0.6928], [4.6122, 1.2225, 2.0827], [4.9872, 2.4420, 2.6466], [5.3158, 3.5249, 1.8303], [5.2156, 3.3820, 0.4461], [4.8311, 2.1626, -0.1262], [2.0105, -0.2032, -0.6823], [1.4416, -0.1779, 0.6193], [0.6001, 0.9063, 0.9115], [0.3872, 1.6325, 2.1697], [-0.1356, 2.9841, 2.1614], [-0.0595, 3.8163, 3.2704], [0.7008, 3.4308, 4.3753], [1.1230, 2.0972, 4.4569], [0.9526, 1.1928, 3.3986], [2.1082, -2.6465, -2.3389], [1.1056, -3.4021, -2.9525], [0.0972, -3.8624, -4.8052], [1.4956, -2.2720, -6.1543], [3.1820, -0.8162, -5.0031], [4.7851, -1.0515, -2.3254], [3.7249, 0.2597, -2.8974], [4.0478, -1.0100, 0.9220], [5.2342, -0.7043, -0.3669], [4.3192, 0.3859, 2.7229], [5.0131, 2.5505, 3.7291], [5.6020, 4.4793, 2.2708], [5.4222, 4.2305, -0.2004], [4.7212, 2.0648, -1.2102], [1.3756, -0.0517, -1.5830], [1.5214, -1.0618, 1.2697], [0.7307, 1.6366, 0.0877], [-0.5242, 3.5211, 1.2705], [-0.4996, 4.8137, 3.1843], [0.9469, 4.1773, 5.1279], [1.6911, 1.7860, 5.3295], [1.3797, 0.1844, 3.4726], [2.3104, -2.7879, -1.2751], [0.5190, -4.0954, -2.3460]], "atomic_forces_ev_per_a": [[-1.134, 0.243, -0.334], [1.712, -1.345, 0.835], [-0.674, 0.772, -0.376], [0.779, 1.062, -0.124], [-0.751, -1.022, -0.306], [-2.965, -4.801, 0.564], [1.247, 1.468, -0.155], [-0.129, 0.055, -0.605], [-0.489, -0.862, 0.126], [0.071, 0.199, 0.377], [-0.318, -0.218, 0.820], [1.048, 1.256, -0.087], [0.215, -0.271, -0.828], [-0.023, 1.610, -0.196], [-0.741, 0.197, -0.288], [0.015, 0.035, -0.002], [-0.072, -0.042, 0.002], [-0.056, -0.053, -0.029], [-0.018, -0.008, -0.002], [0.062, -0.317, 0.107], [0.259, 0.009, 0.133], [0.093, 0.267, -0.521], [-0.775, 0.154, -0.196], [0.314, -0.239, 0.214], [-0.307, 0.461, -0.717], [0.284, -0.230, -0.125], [-0.296, 0.189, 0.075], [-0.318, 0.210, 0.163], [0.142, 0.147, -0.389], [0.251, 0.180, 0.136], [0.039, -0.176, 0.204], [-0.245, -0.132, 0.278], [-0.158, -0.208, -0.101], [-0.147, 0.384, -0.240], [-1.485, 0.483, 0.613], [0.073, -0.872, 0.182], [-0.315, 0.348, -0.013], [-0.004, -0.070, -0.176], [-0.022, 0.011, -0.087], [-0.234, -0.344, -0.102], [-0.193, -0.169, -0.185], [0.148, 0.063, 0.282], [1.354, -0.226, -1.170], [-1.470, 0.891, 1.197], [4.269, 0.647, -0.556], [-0.158, 1.105, 1.126], [0.551, -0.134, -0.263], [0.588, -0.104, -0.139], [-0.589, -0.481, -0.247], [0.325, 0.091, -0.183], [-0.156, 0.519, -0.466], [-0.212, 0.092, -0.168], [0.290, 0.040, -0.195], [0.273, 0.274, 0.122], [0.010, 0.007, 0.427], [-0.268, -0.219, 0.083], [-0.474, 0.096, 0.140], [0.136, -0.346, 0.131], [0.195, 0.217, -0.289], [-0.108, 0.096, 0.370], [0.213, 0.243, -0.142], [-0.017, -0.043, -0.217], [-0.032, -0.256, -0.143], [-0.018, -0.124, 0.087], [0.183, 0.106, 0.309], [0.321, 0.077, 0.645], [0.523, 0.582, -0.089], [-0.843, -0.533, 0.429], [0.454, -0.949, 0.718], [0.328, -0.300, 0.140], [-0.133, -0.407, 0.106], [-0.149, -0.066, -0.103], [-0.271, 0.458, 0.001], [-0.162, 0.032, -0.289], [0.167, 0.189, -0.299]], "lumo_ha": -0.077, "relative_energy_ev": 0.172}

***

Number 1: Kohn-Sham gap 10.48 eV. Number 2: Kohn-Sham gap 3.46 eV.